(1)
This record from OMol25 describes 2 unconnected molecules or ions with the total composition C8H12O2 at a distorted geometry. The level of theory is ωB97M-V with the def2-TZVPD basis set.

Properties
SMILES = C[C@H]1CC(=O)C1=O.C=CC
F_max = 2.17 eV/Å
Frontier orbital gap = 8.86 eV
Energy above the lowest of the compared OMol25 structures with the same formula, charge and spin = 195.1 kJ/mol
Net charge = 0

Geometry (Å):
C1 -1.6790 -0.1998 1.3446
C2 1.4980 0.5173 -0.3565
C3 -0.4658 -0.3196 1.9110
C4 0.4554 1.5824 -0.7557
C5 -2.4841 -1.3462 0.8470
C6 2.6226 0.3044 -1.3605
C7 0.4286 -0.5961 -0.4347
C8 -0.5447 0.4809 -1.0763
O1 0.4791 -1.7916 -0.5352
O2 -1.5371 0.4276 -1.7392
H1 -2.1277 0.7809 1.2378
H2 1.9075 0.6279 0.6511
H3 -0.0503 -1.2879 2.1476
H4 0.0310 0.5358 2.3438
H5 0.7176 2.2033 -1.6114
H6 0.1252 2.2261 0.0577
H7 -2.8533 -1.1432 -0.1556
H8 -1.8834 -2.2526 0.8138
H9 -3.3442 -1.5041 1.4971
H10 3.1738 -0.6023 -1.1238
H11 3.3074 1.1501 -1.3372
H12 2.2235 0.2065 -2.3654

Force components x, y, z for each atom (eV/Å):
0.7 -0.2 0.6
0.4 0.1 1.0
-1.2 0.3 0.6
0.3 0.1 -0.1
0.1 -0.1 -0.1
-0.1 -0.1 0.2
0.0 -0.6 -2.1
-0.6 -0.3 0.0
0.1 0.6 0.5
0.3 0.0 0.2
0.1 0.1 0.0
0.0 0.1 -0.1
0.1 -0.1 -0.3
0.1 0.2 -0.1
0.0 0.0 0.0
-0.1 0.0 0.1
-0.1 0.0 -0.1
0.0 -0.1 0.0
-0.1 0.0 0.0
0.1 -0.1 0.0
0.0 0.0 0.0
0.0 0.0 -0.2


(2)
This record from OMol25 describes a single C5H9OP molecule at a distorted geometry. The level of theory is ωB97M-V with the def2-TZVPD basis set.

Properties
SMILES = C[P@@]1(=O)C=CCC1
F_max = 5.93 eV/Å
Frontier orbital gap = 10.53 eV
Energy above the lowest of the compared OMol25 structures with the same formula, charge and spin = 0.0 kJ/mol
Net charge = 0

Geometry (Å):
C1 -0.6978 -1.5052 0.3783
C2 -1.3579 -0.8365 -0.5962
C3 0.2017 -0.7713 1.2981
C4 -0.0235 0.7451 1.1836
C5 0.3241 1.0507 -1.7030
O1 -1.9918 1.9497 -0.3364
P1 -0.9454 0.9055 -0.3707
H1 -0.6779 -2.6496 0.6181
H2 -1.9848 -1.1577 -1.2894
H3 -0.0157 -1.1347 2.3212
H4 1.1823 -1.0830 0.7830
H5 -0.6212 0.9973 2.0593
H6 0.8781 1.3729 1.1658
H7 0.6043 2.0993 -1.8085
H8 1.2577 0.5096 -1.3292
H9 -0.1510 0.6221 -2.6709

Force components x, y, z for each atom (eV/Å):
-1.5 -2.0 -0.6
3.2 1.2 4.8
1.3 -0.2 -0.8
0.2 -0.7 0.0
-0.1 -0.6 0.0
-0.2 0.0 -0.4
0.3 0.4 -0.6
-0.4 2.0 -1.0
-2.6 -1.7 -2.9
1.0 0.0 -0.5
-0.6 0.4 1.8
-0.2 0.6 -0.4
-0.2 -0.3 0.1
-0.1 0.0 -0.3
-1.3 0.3 -0.9
1.2 0.7 1.6


(3)
This record from OMol25 describes 2 unconnected molecules or ions with the total composition C2H7OS at a distorted geometry. The level of theory is ωB97M-V with the def2-TZVPD basis set.

Properties
F_max = 1.07 eV/Å
Frontier orbital gap = 5.56 eV
Energy above the lowest of the compared OMol25 structures with the same formula, charge and spin = 222.0 kJ/mol
Net charge = -1

Geometry (Å):
O1 2.1417 0.5473 1.8499
H1 2.6255 0.3354 1.0488
C1 -0.6221 -0.5791 -2.0014
S1 -0.1906 -0.4874 -0.3871
C2 -1.3180 0.7033 0.6597
H2 -0.1639 -0.0662 -2.8368
H3 -1.4243 -1.2584 -2.2837
H4 1.2104 0.4105 1.6236
H5 -2.2017 0.8593 0.0377
H6 -1.5406 0.2380 1.6207
H7 -0.8316 1.6736 0.7903

Force components x, y, z for each atom (eV/Å):
0.1 0.2 0.5
-0.3 -0.1 -0.2
-0.6 -0.4 -0.5
0.0 0.0 0.7
0.4 0.1 -1.0
0.2 0.5 0.3
0.1 0.0 0.1
0.3 -0.1 -0.3
-0.1 -0.2 0.2
-0.1 0.0 0.0
0.0 0.0 0.2


(4)
This record from OMol25 describes 2 unconnected molecules or ions with the total composition H3PS at a distorted geometry. The level of theory is ωB97M-V with the def2-TZVPD basis set.

Properties
F_max = 1.84 eV/Å
Frontier orbital gap (spin up / spin down) = 8.79 / 6.53 eV
Energy above the lowest of the compared OMol25 structures with the same formula, charge and spin = 305.0 kJ/mol
Net charge = 0

Geometry (Å):
P1 1.6303 -0.1381 -0.1684
S1 -2.1768 -0.2322 -0.4214
H1 2.2820 -0.8638 0.7840
H2 1.3321 0.6770 0.8642
H3 -3.0676 0.5570 -1.0585

Force components x, y, z for each atom (eV/Å):
-0.2 -0.3 -1.6
-0.1 0.1 0.0
0.8 -1.1 0.6
-0.7 1.4 1.0
0.2 -0.1 0.1


(5)
This record from OMol25 describes a gas-phase ion, C9H10NO2 (charge +1) at a distorted geometry. The level of theory is ωB97M-V with the def2-TZVPD basis set.

Properties
SMILES = OC1(O)[NH2+]C=Cc2ccccc21
F_max = 4.93 eV/Å
Frontier orbital gap = 9.09 eV
Energy above the lowest of the compared OMol25 structures with the same formula, charge and spin = 84.3 kJ/mol
Net charge = +1

Geometry (Å):
C1 1.2296 2.0917 1.8081
C2 1.3137 2.5185 0.4859
C3 0.3815 0.9616 2.0871
C4 0.6362 1.7819 -0.5019
C5 -0.0767 0.0988 1.0994
C6 0.0852 0.5360 -0.2341
C7 -0.8298 -1.0959 1.3601
C8 -1.0639 -2.0832 0.4757
C9 -0.4782 -0.2923 -1.4052
N1 -0.6734 -2.0102 -0.9308
O1 -1.7466 0.2043 -1.7214
O2 0.3460 -0.3332 -2.5165
H1 1.6746 2.6614 2.5074
H2 1.7737 3.3761 0.0172
H3 0.2077 0.5458 3.0914
H4 0.7943 2.2541 -1.4718
H5 -1.0883 -1.0503 2.3502
H6 -1.6526 -2.9664 0.5534
H7 0.3175 -2.2507 -1.1421
H8 -1.3939 -2.3530 -1.5307
H9 -1.7424 0.5749 -2.6079
H10 1.1225 -0.8272 -2.2885

Force components x, y, z for each atom (eV/Å):
-2.7 -2.2 -2.7
-1.4 -1.2 -0.4
1.4 -0.3 0.7
1.1 -0.1 -0.2
0.5 1.9 -2.2
-0.2 -0.8 -0.3
0.9 -0.8 -2.3
-0.3 0.5 0.3
-0.9 1.2 -0.4
2.1 4.4 0.6
1.5 -1.3 0.6
-1.9 -0.1 0.5
1.3 1.5 2.7
0.5 0.3 1.1
0.3 0.9 -0.1
-0.6 -0.8 -0.2
-1.3 -1.2 2.3
-0.4 -0.4 1.1
-1.3 -0.9 0.2
-0.2 -0.6 -0.8
0.0 -0.1 -0.5
1.2 0.0 0.0


(6)
This record from OMol25 describes a molecular structure, C47H44NO3PbS5 at a distorted geometry. The level of theory is ωB97M-V with the def2-TZVPD basis set.

Properties
F_max = 3.94 eV/Å
Frontier orbital gap = 6.63 eV
Energy above the lowest of the compared OMol25 structures with the same formula, charge and spin = 267.5 kJ/mol
Net charge = +3

Geometry (Å):
Pb1 12.7153 -18.6243 -2.5874
C1 4.9126 -21.3306 -4.4228
C2 6.4324 -21.3030 -4.4224
C3 7.0738 -20.7119 -5.5682
C4 8.4479 -20.6917 -5.7162
C5 9.2028 -21.0172 -4.6202
C6 8.6398 -21.4528 -3.4027
C7 7.2540 -21.6163 -3.3390
S1 10.8327 -20.6171 -4.8186
O1 11.4620 -20.3231 -3.4266
C8 11.6592 -22.0675 -5.4224
C9 11.2238 -23.3310 -5.1353
C10 11.8197 -24.4308 -5.6803
C11 12.8447 -24.1800 -6.6705
C12 13.5065 -25.3297 -7.2910
C13 14.4983 -25.1490 -8.1929
C14 14.9972 -23.8532 -8.4315
C15 14.3480 -22.7633 -7.9417
C16 13.2658 -22.9357 -7.0205
C17 12.6004 -21.8198 -6.3816
C18 13.1343 -20.4364 -6.5315
C19 12.7395 -19.6382 -7.5606
C20 11.8590 -20.2290 -8.4946
C21 11.3395 -19.4721 -9.4863
C22 11.5827 -18.0693 -9.5411
C23 12.3923 -17.5186 -8.6237
C24 13.0838 -18.2945 -7.6568
C25 14.0407 -17.8173 -6.7256
C26 14.5871 -18.5941 -5.7549
C27 14.0349 -19.9278 -5.5814
S2 14.4201 -20.8151 -4.1608
O2 14.4692 -19.7677 -2.9997
C28 16.1898 -21.1417 -4.4943
C29 16.5474 -22.3902 -4.0812
C30 17.8257 -22.8631 -4.3496
C31 18.7620 -22.0216 -4.8898
C32 20.2022 -22.4214 -5.1993
C33 18.3589 -20.7311 -5.2490
C34 17.0732 -20.2553 -5.0801
H1 4.5905 -21.8576 -3.5460
H2 4.4625 -21.6897 -5.3455
H3 4.6104 -20.3419 -4.2601
H4 6.4661 -20.4952 -6.3920
H5 8.8625 -20.1735 -6.5957
H6 9.1956 -21.6490 -2.4498
H7 6.8888 -22.1664 -2.4788
H8 10.4129 -23.5167 -4.4297
H9 11.4882 -25.4608 -5.5080
H10 13.1774 -26.2818 -6.9073
H11 14.9686 -26.0129 -8.6258
H12 15.8277 -23.6311 -9.1636
H13 14.6455 -21.7596 -8.3710
H14 11.6393 -21.2676 -8.4611
H15 10.8407 -20.0832 -10.2270
H16 11.0665 -17.4665 -10.2895
H17 12.5305 -16.4658 -8.4887
H18 14.3356 -16.7390 -6.6895
H19 15.2660 -18.1938 -4.9380
H20 15.8256 -23.1127 -3.7186
H21 18.0592 -23.9001 -4.1690
H22 20.8927 -21.6097 -4.8597
H23 20.2620 -22.6449 -6.3056
H24 20.5355 -23.3673 -4.7528
H25 19.0219 -19.9868 -5.6669
H26 16.9131 -19.2221 -5.3111
S3 15.1265 -18.9943 0.3937
C35 13.4083 -19.4701 0.7886
N1 12.5191 -19.6720 -0.1294
C36 11.3122 -20.0317 0.4200
C37 10.0656 -20.2285 -0.2991
C38 9.0173 -20.6442 0.4206
C39 9.0291 -20.5978 1.8382
C40 10.1464 -20.3101 2.5684
C41 11.3082 -19.9907 1.8101
S4 12.8476 -19.5278 2.4132
H27 10.0999 -20.2145 -1.4357
H28 8.0980 -20.9527 -0.0396
H29 8.1627 -20.9700 2.4179
H30 10.1685 -20.1879 3.6274
C42 15.9503 -21.5257 4.4049
C43 16.2579 -20.9024 3.0468
C44 15.7037 -21.6696 1.8561
S5 15.6945 -20.9681 0.1699
O3 14.7860 -21.7663 -0.6119
C45 17.4277 -20.6987 -0.4530
C46 18.2602 -21.9119 -0.6455
C47 19.0406 -22.2572 0.5973
H31 16.3616 -20.9825 5.2534
H32 16.3068 -22.5677 4.5330
H33 14.8397 -21.5826 4.5162
H34 17.3303 -20.7256 2.8919
H35 15.9292 -19.8575 2.8354
H36 14.5932 -21.7255 1.8864
H37 16.1479 -22.6479 1.6574
H38 17.8271 -19.8507 0.1486
H39 17.1761 -20.1967 -1.3636
H40 18.9695 -21.7495 -1.5661
H41 17.6808 -22.7467 -0.9695
H42 19.6509 -21.4832 0.9498
H43 19.6665 -23.0908 0.3827
H44 18.3678 -22.5761 1.3715

Force components x, y, z for each atom (eV/Å):
-1.0 0.3 0.4
1.5 -1.0 0.4
0.5 1.4 -1.5
0.0 -2.2 1.5
-1.3 1.5 -0.5
-0.4 -0.7 2.2
-0.1 0.0 0.2
0.3 -0.8 -0.3
2.0 0.8 -0.8
0.0 0.0 0.6
-0.4 1.4 -0.7
-1.1 -2.6 1.4
0.6 0.8 -1.4
0.1 -3.9 0.4
-1.1 1.3 1.1
0.6 -0.5 0.6
0.5 1.0 -1.8
0.2 1.1 -0.4
0.0 2.9 -0.1
1.5 -0.3 0.1
1.7 -0.8 2.7
-1.0 -0.4 -1.4
0.2 1.1 -0.3
0.2 -0.5 -0.5
-1.1 -0.7 -0.8
1.1 0.7 1.3
0.0 0.0 0.2
0.5 2.1 0.2
-0.7 -0.9 1.7
-0.4 1.4 -1.4
1.9 -1.2 -0.2
0.4 0.0 -0.1
-2.2 0.7 0.8
0.2 -1.5 -0.5
-0.2 -0.2 0.3
1.4 0.3 -0.7
-0.1 -0.2 -0.6
-0.2 0.8 0.0
0.9 -0.6 0.4
-0.5 -0.6 0.2
0.1 -0.2 0.1
-0.6 1.7 0.0
-0.8 0.6 -1.1
0.0 -0.6 0.4
-0.2 0.0 -1.5
-0.4 0.4 0.1
0.1 0.3 -0.1
0.2 0.5 0.1
0.0 -0.4 -0.5
0.2 -0.1 -0.2
-1.0 -0.7 0.9
-0.4 -1.1 1.0
-0.1 -0.7 0.1
-0.5 0.8 -0.4
0.2 -0.1 0.2
0.0 0.6 -0.6
-0.3 -1.0 -0.5
-1.0 -0.3 -1.4
-0.2 0.3 0.2
0.1 -0.1 0.2
-0.5 -0.7 -0.7
0.2 0.7 1.0
-0.4 0.3 0.3
0.6 -0.4 -0.1
-0.4 0.0 -0.2
-1.4 -0.2 0.1
1.0 0.9 0.2
0.2 -0.1 -1.0
-1.5 0.9 -0.6
2.9 -0.3 -1.6
-1.2 0.3 1.0
-0.5 -1.4 1.0
0.8 1.0 -1.3
-0.7 -0.5 0.7
0.3 -0.2 -0.2
-0.2 0.0 1.7
-0.3 0.1 -0.3
0.3 0.5 -0.7
-0.2 -0.3 0.6
-1.3 -0.6 0.0
1.1 1.4 -1.4
-1.0 -0.2 -0.5
1.6 -0.2 1.0
0.5 0.1 -0.3
-1.4 1.4 0.0
2.1 0.3 -1.3
-0.7 -1.0 -0.6
0.0 0.3 -0.3
0.0 0.6 -0.5
0.8 0.1 0.2
0.1 -0.6 0.2
-0.4 -0.5 1.1
0.5 -0.6 0.5
-0.2 -0.1 0.2
-0.1 -0.9 0.2
-0.2 0.1 -1.1
-1.2 0.1 1.7
-0.7 -0.6 -0.2
0.8 1.3 0.5
0.6 -0.7 0.0
-0.3 -0.1 0.6